Density functional theory data (ωB97M-V/def2-TZVPD) for C14H25NO9 in the gas phase.

Its relative energy (zero: lowest compared OMol25 entry of this formula, charge and spin) is 0.0000 eV.

Geometry as ORCA input:
```
! RIJCOSX wB97M-V def2-TZVPD def2/J DEFGRID3
* xyz 0 1
C 0.301 -1.360 -2.170
H 0.124 -0.959 -3.173
H -0.592 -1.871 -1.818
H 1.143 -2.055 -2.207
O 0.547 -0.303 -1.257
C 1.592 0.541 -1.640
O 2.861 -0.015 -1.432
C 3.298 -0.230 -0.096
C 3.089 -1.673 0.383
H 3.743 -1.845 1.243
H 3.335 -2.380 -0.416
O 1.746 -1.882 0.806
C 1.161 -3.040 0.506
O 1.684 -3.945 -0.083
C -0.262 -3.082 1.055
N -0.815 -1.782 1.328
C -1.765 -1.243 0.517
O -2.385 -1.882 -0.298
O -1.914 0.061 0.797
C -3.052 0.798 0.264
C -4.352 0.134 0.714
H -5.198 0.740 0.403
H -4.368 0.037 1.798
H -4.446 -0.854 0.271
C -2.918 2.189 0.882
H -3.754 2.809 0.573
H -1.992 2.655 0.557
H -2.914 2.117 1.966
C -2.976 0.879 -1.259
H -3.810 1.468 -1.630
H -2.047 1.353 -1.565
H -3.028 -0.117 -1.692
H -0.269 -1.152 1.894
H -0.910 -3.578 0.328
H -0.244 -3.687 1.969
C 2.695 0.776 0.889
O 3.563 0.928 1.980
H 3.431 1.827 2.316
C 2.495 2.107 0.149
O 2.129 3.115 1.051
H 1.158 3.124 1.074
C 1.404 1.909 -0.924
O 0.143 2.039 -0.324
H -0.217 1.155 -0.136
H 1.482 2.719 -1.659
H 3.443 2.406 -0.312
H 1.714 0.418 1.240
H 4.381 -0.061 -0.132
H 1.565 0.689 -2.732
*
```

Results of the natural (NBO) charge analysis, in e, for atoms 1 through 6:
1. C -0.27
2. H 0.18
3. H 0.22
4. H 0.19
5. O -0.57
6. C 0.36

***

Density functional theory data (ωB97M-V/def2-TZVPD) for C14H26BFN4O3S in the gas phase at a distorted geometry.

As for the total energy: -41273.334 eV.

Geometry as ORCA input:
```
! RIJCOSX wB97M-V def2-TZVPD def2/J DEFGRID3
* xyz 0 1
C 4.936 -2.417 1.332
C 4.714 -1.329 0.905
C 4.441 0.004 0.382
C 2.936 0.370 0.459
C 2.192 -0.367 -0.651
C 0.646 -0.266 -0.682
C 0.176 0.962 -1.475
C 0.373 2.376 -0.844
N 0.487 2.379 0.599
N 1.520 3.101 -1.406
N -0.857 3.134 -1.190
C 0.202 -1.473 -1.571
O 0.709 -1.763 -2.633
N -0.841 -2.147 -0.967
C -1.452 -1.302 0.082
B -1.969 -2.262 1.279
O -2.228 -3.580 1.018
O -2.272 -1.814 2.549
C -2.499 -0.339 -0.547
F -2.435 -0.422 -1.944
C -3.946 -0.556 -0.138
C -4.341 0.224 1.117
C -0.144 -0.633 0.598
S 0.744 -2.036 1.435
H 5.174 -3.358 1.769
H 4.737 -0.007 -0.671
H 5.054 0.752 0.881
H 2.603 0.063 1.446
H 2.878 1.449 0.371
H 2.540 0.061 -1.593
H 2.518 -1.402 -0.670
H 0.758 0.938 -2.396
H -0.859 0.892 -1.778
H -0.408 2.592 1.017
H 1.148 3.090 0.886
H 1.430 3.096 -2.416
H 2.385 2.598 -1.221
H -0.863 3.370 -2.176
H -0.808 4.003 -0.668
H -1.469 -2.594 -1.619
H -2.052 -4.108 1.805
H -2.001 -0.901 2.680
H -2.242 0.695 -0.295
H -4.547 -0.131 -0.943
H -4.222 -1.610 -0.081
H -4.158 1.281 0.906
H -3.744 -0.027 1.986
H -5.404 0.129 1.314
H -0.329 0.166 1.305
H 1.232 -1.419 2.521
*
```

Results of the natural (NBO) charge analysis, in e, for atoms 1 through 6:
1. C -0.24
2. C -0.01
3. C -0.48
4. C -0.37
5. C -0.41
6. C -0.13

***

Density functional theory data (ωB97M-V/def2-TZVPD) for C14H26BeBr3Cl4InN2Na2O7P as an isolated structure at a distorted geometry.

As for the total energy: -316158.518 eV.

Geometry as ORCA input:
```
! RIJCOSX wB97M-V def2-TZVPD def2/J DEFGRID3
* xyz -1 1
O 0.246 -2.786 2.302
C 0.038 -2.033 1.340
O 0.355 -2.398 0.074
C -0.583 -0.679 1.473
C -2.113 -0.579 1.375
In -3.382 -2.413 1.295
H 0.823 -1.676 -0.376
H -0.173 -0.041 0.689
H -0.219 -0.313 2.416
H -2.461 -0.040 2.254
H -2.276 0.025 0.485
H -5.099 -1.904 1.129
H -2.964 -3.272 -0.195
H -3.239 -3.498 2.672
Be -5.531 -0.436 3.008
N -3.602 -0.058 -2.441
C -2.924 -1.137 -2.904
C -3.395 -1.382 -4.153
C -4.415 -0.433 -4.460
C -4.520 0.374 -3.357
H -3.414 0.362 -1.547
H -2.139 -1.591 -2.324
H -3.002 -2.180 -4.756
H -4.997 -0.331 -5.366
H -5.146 1.227 -3.165
C 0.671 -2.056 -4.634
Cl -0.501 -0.722 -4.920
Cl 0.431 -3.201 -6.012
Cl 2.308 -1.501 -4.500
Cl 0.192 -2.900 -3.150
Br 5.259 -1.303 -4.352
Na -3.120 -2.239 -6.696
C 2.507 2.215 5.158
C 2.510 0.906 4.364
C 2.259 1.148 2.870
C 0.955 1.799 2.827
N -0.091 2.313 2.792
H 1.564 2.758 5.051
H 2.669 2.030 6.222
H 3.303 2.872 4.812
H 1.711 0.238 4.704
H 3.448 0.388 4.552
H 2.235 0.218 2.302
H 3.006 1.791 2.409
Br 5.925 0.335 1.668
C 5.183 1.189 0.077
C 5.594 2.631 -0.034
Br 4.630 3.740 1.239
H 4.106 1.075 0.141
H 5.555 0.618 -0.769
H 5.333 3.011 -1.019
H 6.649 2.791 0.155
O 0.377 -0.068 -1.972
P 1.601 0.629 -1.385
O 2.764 -0.343 -1.206
O 1.248 1.192 -0.009
O 2.094 1.724 -2.317
Na -0.153 0.469 5.420
O -6.001 1.003 0.607
H -5.375 0.896 -0.114
H -6.710 1.549 0.254
*
```

Results of the Mulliken charge analysis, in e, for atoms 1 through 6:
1. O -0.68
2. C 0.62
3. O -0.40
4. C 2.17
5. C -1.10
6. In 0.67